Density functional theory data (the ωB97M-V functional and the def2-TZVPD basis) for a structure of composition C32H40CeN5OP2.

```
81
C32H40CeN5OP2 (the ωB97M-V functional and the def2-TZVPD basis)
Ce 0.405 2.838 3.537
C 4.295 1.166 0.806
C 3.169 1.469 0.141
C 1.922 0.673 -0.015
C 0.939 0.633 1.188
C 1.411 -0.228 2.324
C 2.569 -0.916 2.465
C 3.621 -1.269 1.486
C 4.724 -0.172 1.309
C 0.384 1.657 5.476
H 5.124 1.885 0.760
H 3.085 2.472 -0.290
H 2.149 -0.366 -0.276
H 1.386 1.152 -0.855
H 0.710 1.719 1.449
H -0.031 0.256 0.791
H 0.672 -0.246 3.167
H 2.864 -1.182 3.488
H 3.228 -1.519 0.493
H 4.145 -2.150 1.893
H 5.245 -0.033 2.273
H 5.459 -0.616 0.608
H 1.350 1.781 5.985
H 0.395 0.663 4.991
H -0.446 1.782 6.201
P -3.046 -1.571 -0.773
P -1.764 0.545 -2.976
N -2.683 -3.219 -0.253
N -4.849 -1.790 -0.589
N -0.418 -0.361 -3.697
N -1.984 1.707 -4.345
C -2.979 -1.940 -2.614
C -3.081 -0.671 -3.468
C -1.862 -3.557 0.835
C -1.793 -4.942 0.931
C -2.588 -5.486 -0.129
C -3.114 -4.414 -0.838
C -5.627 -0.983 0.253
C -6.971 -1.285 0.058
C -7.044 -2.294 -0.954
C -5.729 -2.599 -1.310
C 0.787 -0.576 -3.012
C 1.585 -1.443 -3.751
C 0.842 -1.805 -4.919
C -0.386 -1.155 -4.848
C -1.829 1.565 -5.729
C -2.373 2.674 -6.378
C -2.904 3.537 -5.359
C -2.667 2.921 -4.136
H -3.734 -2.670 -2.937
H -1.998 -2.408 -2.779
H -3.050 -0.901 -4.542
H -4.041 -0.161 -3.300
H -1.405 -2.775 1.423
H -1.247 -5.510 1.681
H -2.767 -6.535 -0.345
H -3.728 -4.405 -1.729
H -5.148 -0.271 0.903
H -7.820 -0.840 0.574
H -7.931 -2.734 -1.384
H -5.356 -3.310 -2.026
H 0.963 -0.088 -2.075
H 2.592 -1.761 -3.501
H 1.168 -2.451 -5.724
H -1.234 -1.205 -5.516
H -1.324 0.708 -6.135
H -2.392 2.845 -7.448
H -3.404 4.484 -5.523
H -2.913 3.229 -3.136
O 2.438 3.225 4.001
N 3.748 3.279 4.553
C 4.569 4.219 4.035
C 5.741 4.533 4.721
C 6.105 3.790 5.853
C 5.289 2.731 6.239
C 4.056 2.529 5.644
H 4.269 4.765 3.132
H 6.361 5.358 4.393
H 6.980 4.068 6.443
H 5.600 2.110 7.066
H 3.315 1.842 6.043
```

Calculated values
- Energy: -74816.78408 eV
- Multiplicity: 2
- Lowest unoccupied orbital energy (spin up / spin down): -7.1 / -7.1 eV
- Highest occupied orbital energy (spin up / spin down): -11.302 / -11.302 eV
- Max |F|: 0.0743 hartree/bohr
- Total charge: +2

Atomic partial charges in e from the Löwdin method, atoms 1 to 8:
1. Ce 1.636
2. C -0.102
3. C -0.090
4. C -0.201
5. C -0.199
6. C -0.119
7. C -0.058
8. C -0.174